1.
3 unconnected molecules or ions with the total composition C20H36NO8, computed with ωB97M-V/def2-TZVPD.

```
! wB97M-V def2-TZVPD RIJCOSX def2/J DEFGRID3
* xyz 0 2
C 2.972 -1.918 0.707
C 2.147 -1.302 1.854
O 1.410 -0.134 1.523
C 2.179 0.928 0.994
C 1.858 1.299 -0.460
C 0.398 1.117 -0.924
C 0.302 1.911 -2.236
C -0.622 1.763 0.039
C -1.926 0.969 0.223
C -1.826 0.030 1.429
C -3.030 1.985 0.543
N -2.309 0.255 -1.017
O -3.532 -0.126 -1.060
C -1.350 -0.752 -1.528
C -1.649 -2.155 -0.972
C -1.574 -0.857 -3.054
C 0.123 -0.349 -1.284
H 2.688 -2.957 0.587
H 4.021 -1.919 0.981
H 2.841 -1.390 -0.223
H 1.413 -2.029 2.187
H 2.787 -1.076 2.710
H 3.244 0.736 1.117
H 1.973 1.805 1.607
H 2.083 2.357 -0.557
H 2.494 0.753 -1.154
H 0.530 2.959 -2.064
H 1.004 1.537 -2.980
H -0.698 1.842 -2.653
H -0.221 1.968 1.024
H -0.891 2.723 -0.388
H -1.436 0.610 2.257
H -1.148 -0.797 1.267
H -2.802 -0.336 1.725
H -3.886 1.460 0.944
H -3.311 2.556 -0.333
H -2.670 2.630 1.336
H -2.232 -2.117 -0.062
H -2.215 -2.730 -1.692
H -0.712 -2.673 -0.823
H -2.598 -1.159 -3.233
H -1.335 0.070 -3.562
H -0.911 -1.634 -3.420
H 0.652 -0.530 -2.214
H 0.555 -1.032 -0.571
C -0.090 4.737 3.106
C 0.236 6.203 2.913
O -0.032 6.393 1.521
C -0.911 5.439 1.121
O -1.454 5.419 0.066
O -1.076 4.508 2.096
H -0.496 4.511 4.088
H 0.768 4.089 2.913
H -0.420 6.857 3.490
H 1.271 6.447 3.136
C 1.659 -6.569 -1.122
C 0.581 -6.047 -0.197
O 0.199 -4.818 -0.827
C 0.520 -4.909 -2.147
O 0.193 -4.128 -2.979
O 1.274 -6.011 -2.380
H 1.687 -7.654 -1.182
H 2.652 -6.197 -0.861
H -0.288 -6.704 -0.154
H 0.937 -5.857 0.813
*
```

## Properties
* <S²>: 0.75
* highest occupied orbital energy (spin up / spin down): -7.60 / -8.80 eV
* LUMO energy (spin up / spin down): 0.44 / 0.44 eV

2.
A molecular structure, C20H36NOP2Zr, computed with ωB97M-V/def2-TZVPD.

```
! wB97M-V def2-TZVPD RIJCOSX def2/J DEFGRID3
* xyz 2 2
P -0.357 -1.850 -5.319
P 0.331 2.145 -5.006
C -0.646 -0.332 -6.343
C 0.362 0.868 -6.314
H -1.697 -0.005 -6.185
H -0.588 -0.723 -7.380
H 1.413 0.533 -6.430
H 0.098 1.459 -7.214
C -1.118 3.164 -5.514
H -1.291 3.974 -4.791
H -2.018 2.535 -5.581
H -0.941 3.624 -6.494
C 1.748 3.202 -5.398
H 1.542 3.729 -6.341
H 2.651 2.578 -5.504
H 1.903 3.944 -4.605
C -1.618 -2.963 -6.026
H -1.673 -3.883 -5.430
H -1.339 -3.233 -7.056
H -2.597 -2.463 -6.036
C 1.205 -2.528 -5.969
H 1.980 -1.762 -6.102
H 0.999 -2.966 -6.954
H 1.584 -3.336 -5.335
Zr 0.388 -0.816 -0.657
C 0.193 2.092 -3.211
C -1.258 1.802 -3.116
C -1.718 0.500 -3.517
C -1.600 -0.906 -2.717
C -0.653 -1.920 -3.549
C 0.788 -1.747 -3.061
C 1.370 -0.366 -3.323
C 1.171 0.925 -2.463
C 1.812 -2.160 0.177
H 0.565 3.039 -2.768
H -1.853 2.453 -2.488
H -0.934 0.286 -4.266
H -2.697 0.500 -4.078
H -1.482 -0.923 -1.513
H -2.603 -1.346 -2.797
H -1.025 -2.946 -3.355
H 1.500 -2.507 -3.356
H 0.926 -0.119 -4.317
H 2.463 -0.491 -3.577
H 1.000 0.966 -1.285
H 2.173 1.396 -2.513
H 2.795 -1.673 0.240
H 1.836 -2.987 -0.550
H 1.454 -2.523 1.155
O -0.405 0.207 0.840
N -0.558 0.802 2.122
C -1.814 1.029 2.573
C -1.972 1.387 3.902
C -0.804 1.524 4.663
C 0.486 1.311 4.163
C 0.581 0.967 2.828
H -2.640 0.893 1.867
H -2.987 1.534 4.302
H -0.908 1.802 5.702
H 1.409 1.390 4.759
H 1.517 0.758 2.293
*
```

## Properties
* <S²>: 0.75
* highest occupied orbital energy (spin up / spin down): -10.66 / -10.64 eV
* LUMO energy (spin up / spin down): -5.96 / -5.94 eV

3.
5 unconnected molecules or ions with the total composition C20H36O12S3, computed with ωB97M-V/def2-TZVPD.

```
! wB97M-V def2-TZVPD RIJCOSX def2/J DEFGRID3
* xyz 0 1
C -4.500 -5.951 -0.772
C -3.647 -4.655 -1.092
C -2.758 -4.342 0.164
O -1.522 -4.901 -0.121
C -1.377 -5.100 -1.369
O -0.339 -5.350 -1.903
O -2.497 -5.013 -1.958
H -5.033 -6.190 -1.490
H -5.298 -5.767 0.061
H -3.750 -6.834 -0.320
H -4.398 -4.042 -1.384
H -2.940 -4.493 1.272
H -2.533 -3.440 -0.100
C 1.106 -0.383 4.562
C 0.473 1.006 4.231
C 1.532 2.176 4.089
O 1.079 2.760 2.901
C 0.152 2.120 2.289
O -0.381 2.408 1.211
O -0.187 0.965 3.006
H 1.924 -0.749 3.984
H 0.626 -1.345 4.459
H 1.254 -0.616 5.695
H -0.211 1.480 4.923
H 2.435 1.828 3.907
H 1.347 2.758 4.945
O 3.596 -0.938 -1.608
S 2.546 -1.817 -1.604
O 2.330 -2.955 -2.524
C 2.178 -2.308 0.117
C 0.762 -1.590 0.370
C 0.769 -0.366 -0.446
C 1.181 -0.823 -1.999
H 2.921 -1.756 0.542
H 2.069 -3.443 0.241
H -0.085 -2.219 -0.078
H 0.530 -1.393 1.342
H 1.502 0.511 -0.193
H -0.167 0.236 -0.439
H 1.412 0.028 -2.702
H 0.579 -1.311 -2.467
O -1.639 0.228 -2.879
S -3.016 0.176 -2.477
O -3.768 -1.051 -2.460
C -3.207 1.215 -1.062
C -4.227 2.306 -1.317
C -4.105 2.648 -2.807
C -3.992 1.288 -3.666
H -2.063 1.562 -1.148
H -3.537 0.606 -0.231
H -5.083 1.648 -1.009
H -4.207 3.141 -0.668
H -3.169 3.439 -3.134
H -5.123 2.964 -3.143
H -3.512 1.060 -4.632
H -4.945 0.561 -3.673
O 6.388 2.533 0.829
S 5.008 2.325 0.887
O 4.593 1.117 1.508
C 4.079 3.633 1.638
C 3.529 4.473 0.466
C 4.086 3.960 -0.813
C 4.163 2.423 -0.685
H 4.763 4.162 2.239
H 3.304 3.085 2.134
H 2.476 4.471 0.324
H 3.924 5.453 0.709
H 5.130 4.415 -1.054
H 3.498 4.256 -1.670
H 4.748 1.835 -1.382
H 3.225 1.884 -0.567
*
```

## Properties
* highest occupied orbital energy: -9.30 eV
* LUMO energy: 0.25 eV

4.
8 unconnected molecules or ions with the total composition C20H36O30S6, computed with ωB97M-V/def2-TZVPD.

```
! wB97M-V def2-TZVPD RIJCOSX def2/J DEFGRID3
* xyz 0 1
C -22.905 5.746 -3.095
C -23.249 6.567 -1.749
C -23.819 5.900 -0.581
O -22.765 5.655 0.338
C -21.787 6.372 -0.027
O -20.854 6.548 0.748
O -22.053 6.996 -1.167
H -22.283 4.860 -2.968
H -22.466 6.381 -3.865
H -23.821 5.365 -3.548
H -23.736 7.526 -1.926
H -24.235 4.899 -0.693
H -24.583 6.588 -0.221
C -20.219 9.766 -0.203
C -21.758 9.926 -0.358
C -22.105 11.291 0.091
O -23.034 11.777 -0.830
C -22.921 10.956 -1.958
O -23.624 10.957 -2.986
O -22.070 10.031 -1.704
H -19.574 10.525 -0.644
H -20.026 8.736 -0.502
H -19.963 9.847 0.854
H -22.374 9.084 -0.039
H -21.214 11.915 0.162
H -22.483 11.056 1.086
O -26.629 17.900 0.074
S -26.545 16.916 -0.966
O -27.375 16.956 -2.138
O -24.988 17.009 -1.493
C -24.505 15.733 -1.955
C -25.374 14.719 -1.201
O -26.210 15.434 -0.332
H -24.800 15.734 -3.004
H -23.454 15.553 -1.732
H -24.693 14.160 -0.559
H -25.929 14.060 -1.868
O -16.141 5.521 -2.992
S -16.759 6.257 -4.058
O -16.855 5.756 -5.394
O -18.237 6.790 -3.560
C -18.498 8.269 -3.734
C -17.031 8.841 -3.565
O -16.262 7.864 -4.116
H -18.911 8.548 -4.703
H -19.225 8.620 -3.002
H -16.657 8.771 -2.544
H -16.830 9.868 -3.871
O -17.159 9.901 5.049
S -18.598 9.974 4.837
O -19.151 11.328 4.970
O -19.058 9.240 3.356
C -19.819 8.077 3.512
C -20.480 8.229 4.888
O -19.450 8.820 5.659
H -20.584 8.030 2.737
H -19.131 7.271 3.255
H -20.837 7.236 5.162
H -21.313 8.922 4.769
O -25.416 8.973 -1.982
S -26.422 9.778 -2.704
O -26.628 11.142 -2.449
O -26.133 9.493 -4.320
C -27.297 9.457 -5.066
C -28.423 9.303 -4.037
O -27.808 8.836 -2.883
H -27.513 10.363 -5.632
H -27.170 8.686 -5.827
H -29.327 8.703 -4.143
H -28.781 10.257 -3.652
O -19.140 10.373 -6.917
S -20.440 9.730 -7.213
O -20.721 9.139 -8.574
O -21.033 8.710 -5.974
C -22.381 8.996 -5.675
C -22.859 10.080 -6.621
O -21.689 10.822 -6.872
H -22.954 8.138 -6.024
H -22.686 9.073 -4.631
H -23.514 10.825 -6.169
H -23.423 9.696 -7.471
O -23.317 14.410 1.371
S -21.891 14.800 1.491
O -21.361 15.721 0.532
O -21.714 15.390 3.046
C -20.367 15.292 3.477
C -19.656 14.281 2.579
O -20.769 13.636 1.853
H -20.030 16.323 3.379
H -20.344 15.233 4.565
H -19.111 13.601 3.235
H -19.009 14.834 1.898
*
```

## Properties
* highest occupied orbital energy: -10.69 eV
* LUMO energy: -0.09 eV

Number 1: strongest force on any atom 1.32 eV/A, electronic energy -39191.757 eV. Number 2: strongest force on any atom 4.03 eV/A, electronic energy -44695.966 eV. Number 3: strongest force on any atom 11.74 eV/A, electronic energy -78389.319 eV. Number 4: strongest force on any atom 5.73 eV/A, electronic energy -147748.705 eV.